Record 1
A molecular structure, C46H31N8O10Sn. Source: OMol25; level of theory: ωB97M-V/def2-TZVPD.

Geometry as XYZ:
```
96
Properties=species:S:1:pos:R:3
Sn -0.74068 -0.92042 0.74235
O -5.65590 -3.42684 0.22736
C -4.92469 -2.59217 0.69724
N -4.52474 -1.43099 0.03230
C -4.55969 -1.20670 -1.34340
O -5.16781 -1.90652 -2.11432
C -3.78767 -0.00320 -1.83507
C -4.48357 1.03744 -2.43309
C -3.75902 2.07086 -3.00184
C -2.37564 2.01708 -2.96006
C -1.76901 0.93084 -2.34685
N -2.45847 -0.06957 -1.79679
C -4.38169 -2.72628 2.10143
C -5.25450 -2.76970 3.17872
C -4.73886 -3.04189 4.43298
C -3.37767 -3.26474 4.56361
C -2.58397 -3.17264 3.43070
N -3.07070 -2.91430 2.21859
H -5.56544 1.02612 -2.44857
H -4.26766 2.89389 -3.48826
H -1.76927 2.79574 -3.40416
H -0.68857 0.85833 -2.28452
H -6.31041 -2.58814 3.02748
H -5.38957 -3.08134 5.29777
H -2.93646 -3.49817 5.52310
H -1.51043 -3.31337 3.48347
O 0.40874 -3.67172 1.24820
C 1.42719 -4.04897 1.79781
C 2.38553 -3.26813 2.55360
C 3.33999 -3.98496 3.26265
C 4.28318 -3.35690 4.04815
C 4.28356 -1.94684 4.14743
C 3.37291 -1.21471 3.45836
C 2.35959 -1.81363 2.61423
O 1.55723 -1.07991 1.99352
N 5.24389 -4.13125 4.77427
O 5.19505 -5.35496 4.70534
O 6.08729 -3.54028 5.44082
H 1.67714 -5.13179 1.76148
H 3.34030 -5.06752 3.21467
H 5.02136 -1.47928 4.78398
H 3.35858 -0.13397 3.52570
C -2.61950 -4.67175 -2.41673
C -2.03237 -4.06599 -1.29487
N -1.13453 -3.11175 -1.37482
C -0.68784 -2.75266 -2.59172
C -1.17901 -3.32635 -3.77724
C -2.20832 -4.27627 -3.66084
C -0.60259 -2.96238 -5.03775
C 0.45266 -2.12348 -5.09893
C 0.99344 -1.53447 -3.90994
C 2.11658 -0.68773 -3.92647
C 2.59848 -0.18226 -2.75047
C 1.92471 -0.49314 -1.56160
N 0.85938 -1.26220 -1.51990
C 0.39975 -1.80276 -2.66422
H -3.40440 -5.40319 -2.28497
H -2.30879 -4.36544 -0.29026
H -2.65266 -4.69473 -4.55682
H -1.00974 -3.40961 -5.93768
H 0.92449 -1.89351 -6.04765
H 2.59550 -0.45671 -4.87138
H 3.46384 0.46532 -2.72596
H 2.25482 -0.08453 -0.61178
O -0.43532 1.20236 2.20719
C 0.04655 1.88505 1.30565
N 0.49204 3.17520 1.45430
C 1.16175 3.62748 0.25354
C 0.81407 2.42512 -0.69570
O 1.10655 2.42142 -1.88348
N 0.21037 1.46049 0.01739
C 2.68131 3.66373 0.38672
C 3.32515 2.96962 1.40663
C 4.70620 3.03192 1.54057
C 5.46140 3.77276 0.64418
C 4.82874 4.43061 -0.40240
C 3.44969 4.37559 -0.53194
C 0.59051 4.96514 -0.19539
C -0.30350 5.07482 -1.25155
C -0.82561 6.31332 -1.60472
C -0.46519 7.45244 -0.90248
C 0.42117 7.34976 0.16233
C 0.94415 6.11478 0.50996
H 0.60211 3.60507 2.35555
H 2.74379 2.37029 2.09711
H 5.18978 2.50149 2.35152
H 6.53708 3.82964 0.75600
H 5.41377 4.99141 -1.12150
H 2.95835 4.89155 -1.34722
H -0.57726 4.18853 -1.80765
H -1.51962 6.38577 -2.43346
H -0.87295 8.41635 -1.18173
H 0.70431 8.23351 0.72109
H 1.64560 6.03972 1.33398
O -4.22918 -0.36062 0.84928
O -2.83919 -0.18725 1.08786
```

- Charge: -1
- Multiplicity: 1
- Frontier orbital gap: 0.2826 Eh

Record 2
A molecular structure, C46H35BaCl3N5O3PS4Si. Source: OMol25; level of theory: ωB97M-V/def2-TZVPD.

Geometry as XYZ:
```
99
Properties=species:S:1:pos:R:3
Ba -0.90355 0.61586 -0.99998
O 0.37683 1.78777 -8.28246
C 0.32707 1.59514 -7.08438
S 0.19016 2.86189 -5.87399
C 0.19590 1.84956 -4.42819
C 0.28570 0.52090 -4.64567
S 0.32423 -0.80198 -3.48372
S 0.38080 0.00783 -6.32918
S 0.12626 2.74328 -2.91659
N 0.09771 -1.23125 2.72996
C 1.05310 -2.17496 2.88242
C 1.45262 -2.67632 4.10547
C 2.43842 -3.67511 4.18685
C 3.04025 -4.18963 3.07336
C 2.65428 -3.70088 1.79909
C 3.22488 -4.16121 0.58990
C 2.80959 -3.63778 -0.59746
C 1.81589 -2.63306 -0.58924
N 1.26880 -2.17550 0.50677
C 1.66907 -2.70175 1.69414
H -0.20696 -0.64673 3.49063
H -0.05221 -0.88945 1.79666
H 1.00248 -2.28649 5.00969
H 2.72763 -4.03622 5.16741
H 3.80327 -4.95463 3.14354
H 3.99426 -4.92522 0.62666
H 3.23100 -3.95679 -1.54137
H 1.48510 -2.19854 -1.52700
C -5.09941 0.24463 6.30822
O -6.42055 -0.12533 5.95408
C -6.55778 -1.09330 5.00228
C -7.84217 -1.29422 4.50473
C -8.05879 -2.23547 3.51306
C -6.99733 -2.95493 2.98520
C -5.73061 -2.79699 3.52428
C -5.50348 -1.86932 4.52800
N -7.28384 -3.93508 1.95333
N -6.62459 -3.95733 0.90039
C -5.71856 -2.90554 0.55775
C -6.05679 -1.57348 0.56089
C -5.12845 -0.57627 0.25503
C -3.80385 -0.89692 -0.02251
O -2.88215 -0.01877 -0.21449
C -3.44515 -2.29698 -0.08850
N -2.14656 -2.57864 -0.38390
C -1.80244 -3.83256 -0.49322
C -2.69974 -4.90743 -0.30324
C -3.99220 -4.64172 0.03801
C -4.41153 -3.29334 0.15527
H -5.19372 1.09266 6.98141
H -4.52031 0.54114 5.43061
H -4.58221 -0.56884 6.82467
H -8.65289 -0.69424 4.89570
H -9.05270 -2.39495 3.11344
H -4.89823 -3.36478 3.12916
H -4.49995 -1.73890 4.90473
H -7.06500 -1.27887 0.82702
H -5.40569 0.46847 0.28330
H -0.76086 -4.03265 -0.72470
H -2.34692 -5.92428 -0.41801
H -4.70706 -5.43543 0.21059
Cl 0.16255 4.22148 2.35639
Si -1.00459 2.42875 2.02792
Cl -0.93059 1.66774 4.11482
Cl -2.99805 3.27225 2.09181
C 3.92187 5.46281 -0.69782
C 3.92288 4.93123 0.58128
C 3.60535 3.59351 0.78477
C 3.28616 2.77050 -0.28919
C 3.27999 3.31857 -1.57312
C 3.59712 4.64996 -1.77585
P 2.79316 0.99250 -0.17880
C 3.31894 0.50283 1.50723
C 2.56238 0.97977 2.57941
C 2.85920 0.61797 3.88322
C 3.90476 -0.25895 4.13691
C 4.63361 -0.78078 3.07891
C 4.34154 -0.40494 1.77501
C 4.14076 0.32327 -1.23329
C 3.81794 -0.39609 -2.37605
C 4.82237 -0.86766 -3.21708
C 6.15171 -0.62247 -2.92031
C 6.48347 0.11885 -1.78826
C 5.48437 0.59539 -0.95959
H 4.15579 6.50903 -0.85424
H 4.15657 5.55651 1.43409
H 3.61455 3.20904 1.79404
H 2.99193 2.70770 -2.41954
H 3.56002 5.05463 -2.77902
H 1.71918 1.63740 2.40162
H 2.24854 1.00606 4.68831
H 4.12781 -0.56208 5.15252
H 5.42373 -1.49855 3.26246
H 4.91338 -0.83238 0.96046
H 2.77646 -0.53798 -2.65382
H 4.54969 -1.40825 -4.11504
H 6.93268 -0.98678 -3.57695
H 7.52077 0.33663 -1.56383
H 5.74134 1.19362 -0.09251
```

- Charge: -2
- Multiplicity: 1
- Frontier orbital gap: 0.2022 Eh

Short version: DFT total energy = -3176.2908; -5903.4649 Eh, in the order given.
Short version: relative energy (zero: lowest compared OMol25 entry of this formula, charge and spin) = 0.808; 0.395 eV, in the order given.